Entry 1:
13
Properties=species:S:1:pos:R:3:forces:R:3:lowdin_charge:R:1 method="wB97M-V/def2-TZVPD" relative_energy_kcal_mol=5.0 charge=0 lumo_ev=0.90 orbital_gap_ev=9.531 smiles=CCSSC multiplicity=1
C -0.713501 -1.732820 -1.826986 -0.349 0.225 -0.719 -0.191
C 0.538722 -1.065763 -1.318307 0.114 -0.112 0.910 -0.579
S 0.401259 -0.806223 0.488494 -0.259 -0.286 0.304 0.450
S 0.559062 1.162169 0.845566 0.269 0.440 0.076 0.405
C -1.050862 1.882667 0.449286 -0.313 0.344 -0.263 -0.469
H -0.786419 -2.753122 -1.481145 -0.098 -0.243 0.316 0.065
H -0.695251 -1.789014 -2.909784 0.120 -0.052 -0.351 0.067
H -1.637587 -1.203058 -1.582018 0.204 0.022 0.233 0.065
H 1.382097 -1.748335 -1.359175 0.180 0.021 -0.526 0.052
H 0.794776 -0.119389 -1.784228 -0.049 0.020 -0.087 0.066
H -1.546298 2.358977 1.293352 0.196 -0.192 0.280 0.025
H -0.895424 2.663538 -0.295782 -0.040 -0.128 -0.115 0.023
H -1.713199 1.121241 0.048739 0.025 -0.059 -0.058 0.019

Entry 2:
13
Properties=species:S:1:pos:R:3:forces:R:3:lowdin_charge:R:1 method="wB97M-V/def2-TZVPD" relative_energy_kcal_mol=121.6 charge=+1 lumo_ev="-6.69 / -6.69" orbital_gap_ev="6.585 / 6.586" multiplicity=1
C -0.035984 1.331328 -0.067458 -0.265 0.873 -1.224 -0.125
C -0.911406 2.314138 -0.110726 -0.789 -0.731 0.310 0.388
C -1.719711 -0.429548 0.106729 0.714 -3.381 0.045 -0.335
C 0.716486 -0.913500 -0.067110 0.452 1.571 0.725 0.008
N -0.434037 0.039296 0.057074 2.286 -1.488 0.582 -0.142
N -2.688434 0.329581 0.124002 -0.915 2.953 -0.206 -0.437
I -4.708375 0.020241 -0.033798 0.986 -0.129 0.144 0.881
H 1.071293 1.367156 -0.408575 -1.878 0.822 0.946 0.197
H -1.550915 3.204565 -0.014752 0.722 -0.644 -0.076 0.109
H -1.734286 -1.598689 0.115796 -0.187 2.095 -0.026 0.182
H 0.313685 -1.863004 -0.162669 -0.470 -1.888 -0.252 0.063
H 1.210461 -0.606712 -0.962750 0.448 -0.319 -0.784 0.086
H 1.490252 -0.902840 0.738602 -1.103 0.265 -0.184 0.125

Entry 3:
61
Properties=species:S:1:pos:R:3:forces:R:3:lowdin_charge:R:1 method="wB97M-V/def2-TZVPD" s2=0.888 charge=+2 lumo_ev="-8.08 / -8.27" orbital_gap_ev="6.106 / 5.964" multiplicity=2
Pt -0.185571 -0.272820 -0.918540 0.271 -1.092 -0.470 0.878
C 1.618340 1.264250 -2.921362 0.124 -0.002 0.047 -0.157
C 0.430179 2.135644 -2.489243 -0.061 -0.153 -0.023 -0.179
N -0.806860 1.331062 -2.384024 0.006 0.067 0.555 -0.142
C -1.251859 0.695938 -3.648262 0.030 0.011 0.054 -0.154
C -1.746737 -0.741784 -3.464618 0.122 -0.092 0.138 -0.152
N -0.899655 -1.560332 -2.561025 -0.114 -0.180 -0.322 -0.181
C 0.312116 -2.199208 -3.129587 -0.276 0.083 -0.017 -0.177
C 1.376142 -1.179767 -3.474796 0.188 0.088 -0.051 -0.159
N 1.561164 -0.138996 -2.414824 -0.292 -0.006 0.191 -0.108
H 2.521381 1.746736 -2.552055 0.068 -0.046 -0.006 0.133
H 1.706917 1.232753 -4.005356 0.000 0.032 -0.033 0.119
H 0.324223 2.963302 -3.193864 -0.034 -0.024 -0.087 0.137
H 0.609397 2.556253 -1.502842 -0.002 0.063 0.053 0.115
H -1.544240 1.886762 -1.967501 -0.008 0.092 -0.118 0.124
H -0.427689 0.730503 -4.356265 0.006 0.033 0.020 0.108
H -2.060558 1.278254 -4.088652 -0.008 0.021 -0.045 0.142
H -1.833025 -1.223089 -4.441115 -0.034 0.048 -0.057 0.138
H -2.739365 -0.717761 -3.018139 -0.038 -0.041 0.027 0.129
H -1.482802 -2.293985 -2.173493 -0.002 -0.007 -0.001 0.129
H 0.071114 -2.785254 -4.020163 0.003 -0.008 -0.040 0.138
H 0.682569 -2.885181 -2.369899 0.001 -0.053 0.045 0.120
H 1.139147 -0.676900 -4.409447 -0.026 0.009 0.000 0.115
H 2.309743 -1.715806 -3.645416 0.073 0.075 -0.004 0.140
H 2.407360 -0.339248 -1.897285 0.025 -0.010 -0.021 0.099
C 2.259597 -2.553879 0.964351 0.139 -0.228 0.006 -0.239
Ge 2.189242 -0.852770 1.885987 -0.299 0.121 -0.514 0.716
C 3.417447 0.406110 1.081100 0.195 0.086 0.005 -0.225
C 2.266114 -0.940637 3.810837 0.020 -0.035 0.217 -0.213
Ge -0.112906 0.072186 1.444487 0.421 1.143 0.757 0.846
C -1.563658 -1.115085 1.778263 -0.493 -0.256 -0.656 -0.363
C -2.882417 -0.830085 1.368722 0.018 -0.234 0.253 -0.109
C -3.905452 -1.722701 1.647594 0.091 0.020 -0.005 -0.053
C -3.625114 -2.902995 2.329005 0.023 0.006 -0.005 -0.033
C -2.324715 -3.203184 2.722715 -0.015 -0.014 0.038 -0.047
C -1.292091 -2.330343 2.425529 -0.102 -0.012 -0.122 -0.110
C -0.386599 1.898500 1.915459 -0.094 0.393 0.145 -0.368
C 0.587837 2.576759 2.656181 -0.149 0.059 -0.072 -0.117
C 0.411920 3.912197 2.990847 0.003 0.004 -0.027 -0.054
C -0.722875 4.589753 2.565226 -0.006 -0.021 -0.010 -0.047
C -1.691732 3.935684 1.809806 0.084 -0.046 -0.005 -0.061
C -1.526948 2.597130 1.487995 0.162 0.050 0.182 -0.120
H 3.227844 -3.025867 1.143460 -0.043 -0.024 -0.036 0.041
H 2.149776 -2.385383 -0.108916 0.000 -0.069 0.002 -0.007
H 1.478409 -3.234814 1.299884 0.023 -0.005 -0.059 0.020
H 4.441473 0.075965 1.267732 -0.018 0.044 -0.030 0.043
H 3.299486 1.410006 1.486233 0.014 -0.004 -0.045 0.024
H 3.258599 0.439738 0.002504 0.046 0.064 0.013 -0.005
H 3.252262 -1.332825 4.072712 -0.057 0.020 0.062 0.046
H 1.502202 -1.606739 4.208728 0.043 0.015 0.051 0.028
H 2.148378 0.047700 4.252263 0.018 -0.043 0.047 0.027
H -3.115566 0.094151 0.860757 0.008 0.077 -0.013 0.081
H -4.920707 -1.498257 1.347801 0.015 -0.005 0.000 0.118
H -4.425413 -3.596632 2.553720 0.017 0.022 0.003 0.123
H -2.118824 -4.121504 3.256811 -0.015 0.011 -0.005 0.121
H -0.281824 -2.581909 2.727452 -0.010 0.003 -0.020 0.077
H 1.482796 2.062916 2.990152 -0.020 0.010 0.010 0.077
H 1.158965 4.425357 3.581899 -0.006 0.000 -0.009 0.118
H -0.854428 5.632661 2.822727 -0.008 -0.022 0.006 0.119
H -2.576301 4.468965 1.486692 0.011 -0.007 -0.003 0.115
H -2.296219 2.098509 0.911029 -0.042 -0.033 0.005 0.079

Number 1: total energy -24911.178 eV. Number 2: total energy -15313.925 eV. Number 3: total energy -143061.170 eV.